A 2-piece molecular cluster, C6H13OP overall, computed with wB97M-V/def2-TZVPD.

The relative energy (zero: lowest compared OMol25 entry of this formula, charge and spin) is 396.16 kJ/mol. The calculation puts the largest force on an atom at 5.55 eV Å⁻¹. The gap between HOMO and LUMO comes out at 0.33701 hartree. As for the HOMO energy: -8.213 eV. Its SMILES is CCOPCC.C#C. Its lowest unoccupied orbital energy is 1.0 eV. The value obtained for the calculated total energy is -652.82770 a.u.

CARTESIAN COORDINATES (ANGSTROEM)
P (-0.4976, -0.4317, -0.5393)
O (1.0977, -0.8776, -0.0307)
C (2.8040, -0.9524, -1.7703)
C (-2.9165, -1.4540, 3.3779)
C (2.4103, -0.4245, -0.4240)
C (-0.7672, 1.1575, 0.1723)
C (-2.6587, -1.6469, 2.2492)
C (-1.0207, 2.2383, -0.9334)
H (2.2672, -0.3313, -2.5409)
H (-1.6671, 1.1588, 0.6464)
H (-1.5088, -1.0690, 0.4488)
H (2.5255, -1.9590, -1.9072)
H (3.9681, -0.7790, -1.8893)
H (3.0602, -0.8343, 0.4049)
H (-2.8146, -1.3140, 4.3699)
H (-0.0361, 1.4075, 0.9416)
H (-3.0065, -2.1931, 1.3365)
H (-1.1167, 3.2440, -0.4992)
H (2.2603, 0.6769, -0.3826)
H (-2.0775, 2.1013, -1.3539)
H (-0.3052, 2.2824, -1.6765)